No. 1
# CH4O2S

A structure of composition CH4O2S (ωB97M-V/def2-TZVPD, the OMol25 dataset).

Values from the calculation:
Orbital gap (alpha / beta): 7.92 / 7.93 eV
LUMO (alpha / beta): -2.18 / -2.18 eV
HOMO (alpha / beta): -10.09 / -10.11 eV
Largest force on an atom: 0.072 hartree/bohr
Relative energy (zero: lowest compared OMol25 entry of this formula, charge and spin): 83.1 kcal per mole

Last column: Löwdin charge in e.
Positions of all 8 atoms, in Å:
1 C 0.616 0.278 0.159  -0.3898
2 O 0.908 1.319 -0.843  -0.0797
3 O -0.676 0.158 0.510  -0.3253
4 S -2.288 -0.941 -0.603  0.6014
5 H 1.131 0.617 1.192  0.1775
6 H 1.133 -0.605 -0.198  0.1155
7 H 0.521 2.191 -0.812  0.0678
8 H -2.725 0.279 -1.157  -0.1674

No. 2
# C3H13NO4

A cluster of 4 separate species, C3H13NO4 in total (ωB97M-V/def2-TZVPD, the OMol25 dataset).

Values from the calculation:
Orbital gap: 11.09 eV
LUMO: 0.60 eV
SMILES: CCC(N)=O.O.O.O
HOMO: -10.49 eV
Largest force on an atom: 0.086 hartree/bohr
Relative energy (zero: lowest compared OMol25 entry of this formula, charge and spin): 25.3 kcal per mole

Last column: Löwdin charge in e.
Positions of all 21 atoms, in Å:
1 C 0.976 0.492 2.049  -0.0517
2 C 1.347 -0.567 0.920  -0.1443
3 C 0.242 -0.750 -0.040  -0.5374
4 N 0.615 -1.380 -1.185  0.1754
5 O -0.928 -0.943 0.392  -0.0213
6 H 1.916 0.696 2.650  0.0975
7 H 0.349 -0.007 2.693  0.0375
8 H 0.549 1.415 1.743  0.0471
9 H 2.353 -0.592 0.434  0.1266
10 H 1.256 -1.534 1.429  0.1281
11 H 1.470 -1.015 -1.540  0.0915
12 H -0.122 -1.409 -1.945  0.1272
13 H 1.081 3.106 -1.258  0.0493
14 H 0.197 2.167 -0.628  0.0053
15 O 1.135 2.180 -0.951  -0.0878
16 H -1.230 1.007 0.292  0.0366
17 H -2.301 1.754 -0.741  0.0551
18 O -1.685 1.868 -0.003  -0.0903
19 H -3.019 -2.591 -1.700  0.0320
20 H -1.999 -1.799 -0.863  -0.0169
21 O -2.205 -2.100 -1.747  -0.0594

No. 3
# C2H5N3S

The molecule C2H5N3S (ωB97M-V/def2-TZVPD, the OMol25 dataset).

Values from the calculation:
Orbital gap: 8.83 eV
LUMO: -0.25 eV
SMILES: N/N=C\NC=S
HOMO: -9.08 eV
Largest force on an atom: 0.073 hartree/bohr
Relative energy (zero: lowest compared OMol25 entry of this formula, charge and spin): 57.5 kcal per mole

Last column: Löwdin charge in e.
Positions of all 11 atoms, in Å:
1 C 0.570 0.831 -0.082  -0.2444
2 C -1.825 0.507 0.074  -0.6601
3 H 2.642 -1.404 0.068  0.0903
4 H 1.112 -1.223 0.732  0.0498
5 H 0.267 1.853 -0.056  0.1079
6 H -0.521 -0.983 -0.119  0.0836
7 H -1.893 1.625 0.026  0.0727
8 N 1.634 -1.151 -0.147  -0.0281
9 N 1.736 0.376 -0.367  0.0116
10 N -0.526 -0.014 0.076  -0.0610
11 S -3.196 -0.417 -0.205  0.5779

No. 4
# C7H10N5O

A structure of composition C7H10N5O (ωB97M-V/def2-TZVPD, the OMol25 dataset).

Values from the calculation:
Orbital gap: 8.77 eV
Charge: +1
LUMO: -5.82 eV
HOMO: -14.59 eV
Largest force on an atom: 0.095 hartree/bohr
Relative energy (zero: lowest compared OMol25 entry of this formula, charge and spin): 96.4 kcal per mole

Last column: Löwdin charge in e.
Positions of all 23 atoms, in Å:
1 C -3.571 1.217 -0.133  -0.1545
2 C -2.344 -0.356 -0.595  -0.3901
3 C 1.763 0.438 -0.470  -0.2196
4 C 0.021 -1.046 -0.174  -0.4554
5 C 2.558 1.591 -0.523  0.0236
6 C -0.325 -1.549 1.237  0.0228
7 C -1.219 -1.276 -1.109  0.0101
8 N -2.372 0.983 -0.564  0.1384
9 N -3.473 -0.947 -0.259  0.1720
10 N 2.227 -0.910 -0.703  0.1538
11 N 1.277 -1.709 -0.505  0.1483
12 N 0.460 0.377 -0.123  0.2300
13 O -4.290 0.134 0.015  0.0486
14 H -3.846 2.287 0.129  0.1802
15 H 3.019 1.777 0.447  0.1297
16 H 1.971 2.478 -0.610  0.1021
17 H 3.404 1.421 -1.278  0.1532
18 H 0.359 -1.185 2.000  0.0972
19 H 0.054 -2.650 1.358  0.1442
20 H -1.357 -1.438 1.291  0.0525
21 H -1.547 -2.346 -1.141  0.1576
22 H -0.951 -0.899 -2.103  0.1321
23 H -0.143 1.127 -0.321  0.1231

No. 5
# C3H5N2O

The ion C3H5N2O with charge +1 (ωB97M-V/def2-TZVPD, the OMol25 dataset).

Values from the calculation:
Orbital gap: 7.27 eV
Charge: +1
LUMO: -7.40 eV
HOMO: -14.68 eV
Largest force on an atom: 0.070 hartree/bohr
Relative energy (zero: lowest compared OMol25 entry of this formula, charge and spin): 182.6 kcal per mole

Last column: Löwdin charge in e.
Positions of all 11 atoms, in Å:
1 C 0.392 -0.716 1.709  0.4081
2 C -0.338 1.016 -0.154  -0.1313
3 C 0.240 0.440 1.192  -0.0296
4 N 0.033 -0.887 -1.617  -0.1812
5 N -0.312 0.278 -1.341  0.0700
6 O 0.794 -1.608 -1.056  0.0524
7 H -1.344 1.264 0.128  0.1306
8 H 0.085 2.026 -0.413  0.1621
9 H 0.237 1.180 1.986  0.1662
10 H -0.368 -1.253 -2.513  0.2145
11 H 0.581 -1.741 2.081  0.1384

No. 6
# C3H6N2S2

The molecule C3H6N2S2 (ωB97M-V/def2-TZVPD, the OMol25 dataset).

Values from the calculation:
Orbital gap: 8.42 eV
LUMO: -0.16 eV
SMILES: C=NNC(=S)SC
HOMO: -8.58 eV
Largest force on an atom: 0.061 hartree/bohr
Relative energy (zero: lowest compared OMol25 entry of this formula, charge and spin): 59.5 kcal per mole

Last column: Löwdin charge in e.
Positions of all 13 atoms, in Å:
1 C -1.139 0.091 1.272  -0.3955
2 C 1.334 -0.938 0.297  -1.1816
3 C -0.650 0.483 -1.523  -0.0640
4 H -0.537 0.933 1.383  0.0262
5 H -1.740 -0.027 2.149  0.0356
6 H -1.709 0.148 0.285  0.0175
7 H 2.296 0.695 -0.516  0.1435
8 H -1.150 0.923 -2.322  0.0505
9 H -1.094 -0.469 -1.078  0.0528
10 N 1.324 0.320 -0.284  -0.1533
11 N 0.501 0.964 -1.189  -0.0160
12 S -0.193 -1.399 1.042  0.8720
13 S 2.757 -1.725 0.483  0.6123